Run 1
Molecular formula: C6H16N2O
Method: DFT, the ωB97M-V functional and the def2-TZVPD basis

The geometry in XYZ format:
```
25
C6H16N2O the ωB97M-V functional and the def2-TZVPD basis
C 0.403 0.669 -1.109
C 1.177 0.148 -2.319
C 1.189 1.847 -0.509
H -0.496 1.140 -1.523
H 0.713 -0.002 0.686
H 0.627 -0.637 -2.847
H 2.193 1.552 -0.180
H 2.154 -0.248 -2.017
H 1.386 0.923 -3.069
H 1.314 2.689 -1.202
H 0.674 2.255 0.368
C -0.788 -0.066 2.584
C -2.058 -0.387 -0.280
N 0.165 -0.425 1.535
C -0.611 -0.802 -0.299
O 1.069 -1.381 2.075
N -0.328 -2.006 -0.632
H 0.914 -2.232 1.628
H 0.668 -2.221 -0.571
H -0.247 0.290 3.462
H -1.439 0.734 2.233
H -1.390 -0.934 2.864
H -2.503 -0.660 -1.236
H -2.613 -0.932 0.489
H -2.171 0.687 -0.131
```

Its HOMO energy is -8.1 eV. As for the frontier orbital gap: 8.9 eV.


Run 2
Molecular formula: C6H16N2O
Method: DFT, the ωB97M-V functional and the def2-TZVPD basis

The geometry in XYZ format:
```
25
C6H16N2O the ωB97M-V functional and the def2-TZVPD basis
C 1.270 -0.231 0.003
C -0.915 -0.053 0.357
C 1.932 1.116 -0.165
C -0.906 0.975 1.487
C -2.319 0.033 -0.264
C 0.368 -0.399 -2.211
N 1.184 -0.968 -1.160
N 1.797 -0.989 1.060
O -0.863 -1.396 0.908
H -1.637 -1.559 1.465
H 0.904 -1.922 -0.962
H 1.978 -0.450 1.895
H 1.182 -1.768 1.287
H 2.577 1.357 0.679
H 1.204 1.924 -0.251
H 2.536 1.122 -1.070
H -0.972 1.982 1.073
H -0.009 0.920 2.105
H -1.738 0.832 2.193
H -2.498 1.006 -0.724
H -3.094 -0.131 0.500
H -2.464 -0.734 -1.026
H 0.156 -1.158 -2.962
H 0.871 0.461 -2.653
H -0.542 0.029 -1.563
```

Its HOMO energy is -7.5 eV. As for the frontier orbital gap: 8.4 eV.


Run 3
Molecular formula: C6H16N2O
Method: DFT, the ωB97M-V functional and the def2-TZVPD basis

The geometry in XYZ format:
```
25
C6H16N2O the ωB97M-V functional and the def2-TZVPD basis
C 1.392 -0.455 1.531
C -1.918 -0.621 0.812
C 2.503 0.389 0.933
C -0.831 0.133 0.093
N 0.749 0.173 2.622
O -0.696 1.348 0.265
H 1.707 -1.465 1.792
H 0.319 1.050 2.337
H 0.898 -0.165 3.563
H -2.233 -1.522 0.289
H -2.793 0.007 0.985
H -1.558 -0.943 1.792
H 2.058 1.286 0.498
H 3.229 0.682 1.694
H 3.041 -0.161 0.163
C -0.812 -0.322 -1.634
C 0.301 0.436 -2.328
N -2.110 -0.002 -2.107
H -2.320 0.984 -1.973
H -2.574 -0.758 -2.593
H -0.658 -1.403 -1.634
H 0.583 -0.583 0.421
H 0.296 0.231 -3.401
H 1.272 0.171 -1.914
H 0.155 1.510 -2.204
```

Its HOMO energy is -7.9 eV. As for the frontier orbital gap: 8.8 eV.


Which structure wins on stability? run 3 wins.


Run 1
Molecular formula: C25H19BIrN5O8S2
Method: DFT, the ωB97M-V functional and the def2-TZVPD basis

The geometry in XYZ format:
```
61
C25H19BIrN5O8S2 the ωB97M-V functional and the def2-TZVPD basis
Ir -0.575 0.801 -0.022
O -0.309 1.004 4.030
C -0.161 1.048 2.828
N -1.064 0.619 1.875
C -2.297 0.077 2.055
C -2.878 -0.236 3.304
C -4.134 -0.774 3.342
C -4.864 -1.022 2.158
C -4.343 -0.730 0.928
C -3.048 -0.177 0.841
N -2.415 0.158 -0.315
C -2.867 0.053 -1.611
O -3.979 -0.265 -1.973
C -1.764 0.378 -2.592
C -1.984 0.217 -3.942
C -0.933 0.439 -4.817
C 0.300 0.797 -4.308
C 0.452 0.940 -2.939
N -0.566 0.758 -2.105
C 1.069 1.633 2.183
C 2.075 2.131 2.979
C 3.191 2.682 2.371
C 3.241 2.740 0.993
C 2.189 2.221 0.257
N 1.136 1.663 0.838
H -2.312 -0.047 4.201
H -4.576 -1.021 4.299
H -5.853 -1.455 2.227
H -4.889 -0.918 0.019
H -2.965 -0.097 -4.269
H -1.072 0.310 -5.882
H 1.157 0.943 -4.950
H 1.410 1.141 -2.485
H 1.964 2.064 4.051
H 4.010 3.060 2.967
H 4.093 3.154 0.475
H 2.201 2.229 -0.819
O 4.704 -0.706 -0.016
S 3.263 -0.862 0.068
O 2.717 -0.595 1.389
O 2.548 -0.198 -1.021
C 2.951 -2.612 -0.166
C 4.055 -3.441 -0.001
C 3.941 -4.818 -0.084
C 2.703 -5.383 -0.334
C 1.597 -4.567 -0.506
C 1.703 -3.179 -0.431
S 0.161 -2.350 -0.880
O -0.847 -3.364 -0.682
O 0.338 -1.892 -2.238
O -0.154 -1.230 0.073
H 5.006 -2.967 0.195
H 4.817 -5.442 0.048
H 2.588 -6.458 -0.401
H 0.628 -4.998 -0.703
B -2.068 5.272 -0.093
C -1.566 3.775 -0.066
N -1.191 2.685 -0.044
H -1.683 5.749 -1.139
H -1.573 5.824 0.866
H -3.277 5.240 -0.026
```

Its HOMO energy (spin up / spin down) is -5.9 / -6.3 eV. As for the frontier orbital gap (spin up / spin down): 7.6 / 5.8 eV. As for the spin multiplicity: 2. The total charge is -1.


Run 2
Molecular formula: C25H19BIrN5O8S2
Method: DFT, the ωB97M-V functional and the def2-TZVPD basis

The geometry in XYZ format:
```
61
C25H19BIrN5O8S2 the ωB97M-V functional and the def2-TZVPD basis
Ir 0.669 0.246 0.476
O 0.736 1.609 -3.030
C -0.135 1.554 -2.210
N 0.120 1.691 -0.811
C -0.178 2.853 -0.188
C -0.436 4.074 -0.863
C -0.745 5.196 -0.148
C -0.817 5.148 1.258
C -0.581 3.982 1.949
C -0.250 2.815 1.244
N 0.010 1.581 1.786
C 0.023 1.262 3.107
O -0.389 1.928 4.042
C 0.670 -0.086 3.335
C 0.843 -0.549 4.622
C 1.484 -1.765 4.815
C 1.919 -2.469 3.706
C 1.707 -1.945 2.441
N 1.096 -0.776 2.264
C -1.589 1.395 -2.563
C -1.910 0.894 -3.815
C -3.249 0.764 -4.137
C -4.198 1.154 -3.207
C -3.768 1.661 -1.989
N -2.487 1.781 -1.664
H -0.356 4.110 -1.941
H -0.926 6.130 -0.663
H -1.060 6.049 1.808
H -0.648 3.944 3.023
H 0.475 0.063 5.433
H 1.645 -2.150 5.814
H 2.429 -3.418 3.798
H 2.041 -2.446 1.537
H -1.118 0.601 -4.488
H -3.548 0.356 -5.094
H -5.257 1.059 -3.411
H -4.485 1.972 -1.237
O -2.994 -2.171 -0.007
S -1.718 -1.772 -0.544
O -1.729 -1.112 -1.830
O -1.003 -0.983 0.507
C -0.805 -3.317 -0.811
C -1.604 -4.454 -0.708
C -1.139 -5.704 -1.081
C 0.141 -5.836 -1.592
C 0.951 -4.719 -1.691
C 0.503 -3.463 -1.291
S 1.813 -2.237 -1.341
O 2.407 -2.382 -2.638
O 2.650 -2.568 -0.205
O 1.124 -0.923 -1.200
H -2.613 -4.331 -0.342
H -1.787 -6.566 -0.986
H 0.513 -6.801 -1.912
H 1.958 -4.802 -2.078
B 4.736 2.580 0.838
C 3.381 1.785 0.675
N 2.374 1.230 0.595
H 5.624 1.761 0.937
H 4.618 3.244 1.850
H 4.863 3.276 -0.146
```

Its HOMO energy (spin up / spin down) is -5.5 / -6.2 eV. As for the frontier orbital gap (spin up / spin down): 7.3 / 6.5 eV. As for the spin multiplicity: 2. The total charge is -1.


Which structure wins on stability? run 1 wins.


Run 1
Molecular formula: C4H6NS
Method: DFT, the ωB97M-V functional and the def2-TZVPD basis

The geometry in XYZ format:
```
12
C4H6NS the ωB97M-V functional and the def2-TZVPD basis
C 0.371 -1.073 0.140
C -1.913 -0.097 0.326
C 1.694 -1.515 -0.162
C -1.983 1.045 1.163
N -0.741 -0.748 0.191
S -3.076 -0.572 -0.705
H 2.485 -0.939 0.480
H 1.755 -1.219 -1.164
H 1.794 -2.586 -0.076
H -2.947 1.492 1.012
H -1.159 1.686 0.940
H -1.821 0.858 2.240
```

Its HOMO energy is -13.7 eV. As for the frontier orbital gap: 7.8 eV. The total charge is +1. The SMILES is CC#[N+]C(C)=S.


Run 2
Molecular formula: C4H6NS
Method: DFT, the ωB97M-V functional and the def2-TZVPD basis

The geometry in XYZ format:
```
12
C4H6NS the ωB97M-V functional and the def2-TZVPD basis
C 0.510 0.187 0.152
C 1.549 1.161 -0.177
C 1.887 -0.348 0.159
C -2.839 -0.770 -0.220
N -0.633 -0.150 0.235
S -2.119 0.601 0.242
H 1.794 1.617 -1.087
H 1.792 1.612 0.732
H 2.316 -0.327 1.149
H 2.259 -1.025 -0.575
H -3.977 -0.707 -0.221
H -2.540 -1.852 -0.388
```

Its HOMO energy (spin up / spin down) is -13.9 / -13.9 eV. As for the frontier orbital gap (spin up / spin down): 7.5 / 7.5 eV. The total charge is +1.


Which structure wins on stability? run 1 wins.


Run 1
Molecular formula: C4H6NS
Method: DFT, the ωB97M-V functional and the def2-TZVPD basis

The geometry in XYZ format:
```
12
C4H6NS the ωB97M-V functional and the def2-TZVPD basis
C -2.773 -0.426 0.149
C 0.732 -0.899 0.698
C -1.605 -0.127 0.293
C 0.142 1.073 -0.632
N -0.210 -0.130 0.167
S 0.329 -2.372 1.392
H -3.768 -0.330 0.319
H 1.660 -0.461 0.700
H 0.994 1.559 -0.249
H -0.689 1.781 -0.525
H 0.353 0.607 -1.717
H 1.492 -2.683 2.112
```

Its HOMO energy is -14.5 eV. As for the frontier orbital gap: 8.9 eV. The total charge is +1.


Run 2
Molecular formula: C4H6NS
Method: DFT, the ωB97M-V functional and the def2-TZVPD basis

The geometry in XYZ format:
```
12
C4H6NS the ωB97M-V functional and the def2-TZVPD basis
C 1.987 -0.363 0.465
C 0.972 -0.844 -0.197
C -1.285 0.393 0.255
C -0.528 -0.983 -0.188
N 1.383 0.573 -0.444
S 0.083 1.658 0.126
H 2.905 -0.437 0.995
H -1.597 0.363 1.292
H -2.097 0.634 -0.418
H -0.855 -1.229 -1.200
H -0.833 -1.794 0.475
H -0.134 2.031 -1.162
```

Its HOMO energy is -13.8 eV. As for the frontier orbital gap: 9.3 eV. The total charge is +1.


Which structure wins on stability? run 1 wins.


Run 1
Molecular formula: C5H10N2O2
Method: DFT, the ωB97M-V functional and the def2-TZVPD basis

The geometry in XYZ format:
```
19
C5H10N2O2 the ωB97M-V functional and the def2-TZVPD basis
C -0.054 1.014 0.341
C -0.284 -0.438 -0.030
C -0.751 2.265 -0.192
C -1.208 -1.118 -0.973
C 0.095 -1.404 1.043
N 0.910 0.228 -0.466
N 2.221 -0.035 -0.257
O 2.879 0.753 0.368
O 2.538 -1.106 -0.706
H 0.202 1.104 1.411
H -1.755 2.266 0.036
H -0.843 2.104 -1.274
H -0.199 3.208 0.172
H -0.969 -2.150 -0.888
H -1.349 -0.813 -2.082
H -2.268 -1.049 -0.579
H 0.718 -0.926 1.846
H 0.911 -2.061 0.755
H -0.793 -1.840 1.475
```

Its HOMO energy is -10.2 eV. As for the frontier orbital gap: 10.9 eV. The SMILES is C[C@@H]1N([N+](=O)[O-])C1(C)C.


Run 2
Molecular formula: C5H10N2O2
Method: DFT, the ωB97M-V functional and the def2-TZVPD basis

The geometry in XYZ format:
```
19
C5H10N2O2 the ωB97M-V functional and the def2-TZVPD basis
C 0.530 -1.076 0.766
C -0.429 2.564 -1.059
C 0.397 -2.255 -0.167
C 1.516 1.115 -0.465
C 0.210 1.314 -0.518
N -0.097 -1.261 2.005
O -1.765 0.102 -0.704
N -0.536 0.261 -0.005
O 2.687 0.993 -0.502
H -2.408 -0.058 0.004
H 1.576 -0.823 0.932
H 0.109 -0.508 2.650
H -1.103 -1.337 1.888
H -0.886 2.364 -2.033
H -1.209 2.924 -0.381
H 0.309 3.360 -1.186
H 0.906 -3.136 0.244
H -0.652 -2.512 -0.332
H 0.845 -2.028 -1.137
```

Its HOMO energy is -6.8 eV. As for the frontier orbital gap: 7.4 eV.


Run 3
Molecular formula: C5H10N2O2
Method: DFT, the ωB97M-V functional and the def2-TZVPD basis

The geometry in XYZ format:
```
19
C5H10N2O2 the ωB97M-V functional and the def2-TZVPD basis
C 1.122 -1.623 0.518
C 1.585 0.418 -0.944
C 0.695 -0.747 -0.624
C -0.320 -1.121 -1.413
O -0.824 -1.906 -2.147
H 1.907 -2.320 0.205
H 1.513 -1.019 1.343
H 1.811 1.001 -0.044
H 2.534 0.066 -1.363
H 0.285 -2.217 0.898
H 1.124 1.094 -1.670
C -1.509 0.852 0.236
N -1.787 0.229 1.413
N -0.940 2.072 0.367
O -1.921 0.419 -0.869
H -1.093 0.332 2.140
H -2.109 -0.724 1.284
H -1.211 2.614 1.173
H -0.860 2.579 -0.503
```

Its HOMO energy is -7.5 eV. As for the frontier orbital gap: 8.1 eV. The SMILES is CC(C)=C=O.NC(N)=O.


Run 4
Molecular formula: C5H10N2O2
Method: DFT, the ωB97M-V functional and the def2-TZVPD basis

The geometry in XYZ format:
```
19
C5H10N2O2 the ωB97M-V functional and the def2-TZVPD basis
C -0.804 1.053 1.615
C 0.419 -1.120 -0.373
C 0.990 -0.584 0.740
C -0.201 0.124 -0.900
N 0.463 0.809 -1.962
N -1.590 0.099 -1.142
C 0.355 0.762 0.681
O 0.323 -2.352 -0.857
O 1.885 -1.026 1.602
H 0.431 -2.987 -0.133
H 2.309 -1.821 1.242
H 1.461 0.895 -1.801
H 0.087 1.742 -2.099
H -2.058 -0.695 -0.719
H -1.810 0.098 -2.133
H 1.058 1.604 0.659
H -0.458 1.167 2.649
H -1.310 1.982 1.330
H -1.549 0.252 1.602
```

Its HOMO energy is -7.8 eV. As for the frontier orbital gap: 8.2 eV. The SMILES is C[C@H]1C(O)=C(O)C1(N)N.


Which structure wins on stability? run 3 wins.


Run 1
Molecular formula: CH6N2
Method: DFT, the ωB97M-V functional and the def2-TZVPD basis

The geometry in XYZ format:
```
9
CH6N2 the ωB97M-V functional and the def2-TZVPD basis
C 1.036 0.341 0.152
N -1.312 0.334 -0.054
N -0.259 -0.255 0.574
H 0.716 0.948 -0.796
H 1.375 0.923 1.010
H 1.675 -0.592 0.097
H -2.185 -0.224 0.281
H -1.110 0.698 -0.927
H 0.063 -2.172 -0.336
```

Its HOMO energy (spin up / spin down) is -7.7 / -9.2 eV. As for the frontier orbital gap (spin up / spin down): 7.7 / 10.1 eV.


Run 2
Molecular formula: CH6N2
Method: DFT, the ωB97M-V functional and the def2-TZVPD basis

The geometry in XYZ format:
```
9
CH6N2 the ωB97M-V functional and the def2-TZVPD basis
C -0.936 0.273 0.068
N 1.437 0.561 -0.192
N 0.384 0.364 -0.748
H -1.740 0.375 -0.646
H -0.942 -0.700 0.548
H -0.993 1.285 0.689
H 0.354 -2.327 -1.045
H 1.263 0.632 0.747
H 0.969 -2.274 -1.683
```

Its HOMO energy is -9.0 eV. As for the frontier orbital gap: 10.1 eV.


Which structure wins on stability? run 2 wins.